P.
Formula: C24H29N3O5
Source: the OMol25 dataset
Level of theory: ωB97M-V/def2-TZVPD

```
61
Properties=species:S:1:pos:R:3
C -4.809 -2.344 2.965
C -4.896 -2.136 1.381
C -4.522 -0.614 0.942
C -4.770 -0.529 -0.563
C -4.471 0.756 -1.117
N -3.160 1.182 -0.635
C -2.938 1.893 0.611
O -3.737 2.475 1.045
N -1.576 2.284 0.613
C -0.435 1.782 -0.076
C 0.788 2.271 0.317
C 1.773 1.710 -0.609
C 1.608 0.776 -1.820
C 0.303 0.796 -2.029
C -0.771 1.105 -1.366
C -2.221 0.767 -1.451
O -2.439 -0.002 -2.504
H -0.005 0.127 -2.893
H 2.517 0.750 -2.387
C 3.294 1.717 -0.010
O 4.163 1.628 -1.046
N 3.452 1.813 1.368
H 2.770 1.734 1.882
C 4.731 1.197 1.903
H 5.494 1.285 0.652
H 5.283 1.811 2.506
C 4.541 -0.461 2.269
C 3.658 -0.838 1.286
C 4.020 -1.598 0.259
C 3.258 -2.115 -0.720
C 1.858 -1.921 -0.659
C 1.318 -1.526 0.468
C 2.280 -0.961 1.549
H 1.807 -0.723 2.415
O 0.003 -1.426 0.951
C -0.924 -1.927 0.353
H -1.824 -2.008 0.770
H -1.181 -1.753 -0.427
H -0.709 -3.141 0.290
O 0.831 -2.332 -1.452
C 1.506 -2.969 -2.637
H 0.398 -3.031 -3.149
H 1.928 -3.846 -2.679
H 1.965 -2.255 -3.266
H 3.525 -2.433 -1.770
H 5.317 -1.649 -0.062
H 4.143 -0.319 3.296
H 5.615 -0.943 2.415
H 1.071 2.721 1.099
H -1.467 2.856 1.598
H -5.089 1.697 -0.470
H -4.625 1.083 -2.093
H -3.982 -1.125 -1.172
H -5.786 -0.793 -0.739
H -3.533 -0.569 1.386
H -5.276 0.104 1.705
H -4.454 -2.899 0.762
H -6.172 -2.314 1.173
H -5.449 -1.555 3.468
H -4.988 -3.371 3.452
H -3.757 -2.252 3.075
```

The HOMO-LUMO gap comes out at 7.96 eV.


Q.
Formula: C24H29N3O5
Source: the OMol25 dataset
Level of theory: ωB97M-V/def2-TZVPD

```
61
Properties=species:S:1:pos:R:3
C -4.187 -1.867 6.653
H -3.138 -2.077 6.899
O -4.332 -0.597 6.075
C -3.919 0.447 6.927
C -4.165 1.802 6.243
N -3.294 2.156 5.148
C -3.412 1.307 3.978
C -2.707 1.992 2.803
N -1.329 2.241 3.146
C -0.242 1.714 2.544
O 0.894 1.963 2.907
C -0.501 0.806 1.376
C -0.159 1.242 0.105
C -0.348 0.345 -0.927
C -0.850 -0.956 -0.717
C -1.170 -1.386 0.563
C -0.989 -0.488 1.596
H -1.219 -0.790 2.607
H -1.543 -2.382 0.734
N -0.917 -1.583 -1.941
C -0.489 -0.713 -2.790
O -0.125 0.483 -2.259
C -0.304 -0.925 -4.248
C 1.152 -1.250 -4.488
C 1.653 -2.498 -4.157
C 2.993 -2.781 -4.351
C 3.872 -1.836 -4.870
C 3.375 -0.558 -5.185
C 2.022 -0.296 -4.986
H 1.674 0.693 -5.239
O 4.068 0.497 -5.700
C 5.477 0.496 -5.751
H 5.858 -0.239 -6.464
H 5.748 1.498 -6.083
H 5.916 0.308 -4.769
O 5.202 -2.096 -5.097
C 5.711 -3.361 -4.756
H 5.603 -3.567 -3.686
H 6.770 -3.323 -5.009
H 5.231 -4.159 -5.332
H 3.353 -3.763 -4.094
H 0.999 -3.250 -3.745
H -0.937 -1.756 -4.557
H -0.581 -0.018 -4.785
H 0.238 2.230 -0.063
C -1.187 3.037 4.345
C -1.900 2.339 5.504
H -1.842 2.961 6.399
H -1.387 1.383 5.703
H -0.121 3.149 4.550
H -1.638 4.020 4.178
H -2.769 1.377 1.906
H -3.195 2.955 2.613
H -4.469 1.171 3.749
H -2.967 0.313 4.141
H -4.075 2.585 7.002
H -5.190 1.803 5.862
H -2.854 0.331 7.182
H -4.493 0.413 7.866
H -4.538 -2.587 5.917
H -4.785 -1.959 7.569
```

The HOMO-LUMO gap comes out at 8.83 eV. The SMILES is COCCN1CCN(C(=O)c2ccc3nc(Cc4ccc(OC)c(OC)c4)oc3c2)CC1.


The most stable arrangement is Q, and the next structure is 1726.1 kJ/mol less stable.


P.
Formula: CH2ClOP
Source: the OMol25 dataset
Level of theory: ωB97M-V/def2-TZVPD

```
6
Properties=species:S:1:pos:R:3
C -1.384 0.723 -1.224
O -2.144 0.406 -2.091
P -0.105 1.168 -0.252
Cl 2.937 -0.196 -0.005
H 2.215 0.191 1.293
H 0.950 0.770 -1.041
```

The HOMO-LUMO gap comes out at 8.78 eV. The SMILES is O=C=P.Cl.


Q.
Formula: CH2ClOP
Source: the OMol25 dataset
Level of theory: ωB97M-V/def2-TZVPD

```
6
Properties=species:S:1:pos:R:3
C 0.377 -0.222 -0.691
O 1.058 -0.038 -1.643
P -1.023 -0.122 0.353
Cl 1.377 -1.272 1.201
H -1.464 1.010 -0.354
H -0.325 0.645 1.135
```

The HOMO-LUMO gap comes out at 9.42 eV.


The most stable arrangement is Q, and the next structure is 33.4 kJ/mol less stable.


P.
Formula: C18H56O10
Source: the OMol25 dataset
Level of theory: ωB97M-V/def2-TZVPD

```
84
Properties=species:S:1:pos:R:3
O -1.511 -4.389 -1.713
H -1.266 -4.643 -0.823
H -1.747 -3.464 -1.643
O 5.693 0.154 1.245
H 6.508 -0.346 1.194
H 5.479 0.355 0.334
O 0.732 0.761 0.419
H 1.320 0.017 0.549
H 0.498 1.040 1.304
O 2.486 -0.999 4.159
H 3.186 -0.453 3.801
H 1.783 -0.384 4.367
C 3.468 -5.379 -6.115
C 2.749 -4.133 -5.937
C 3.227 -3.325 -4.787
O 2.863 -3.334 -7.102
H 4.516 -5.319 -5.819
H 3.371 -5.799 -7.116
H 3.132 -6.126 -5.396
H 1.710 -4.444 -5.829
H 2.617 -2.422 -4.775
H 4.224 -2.899 -4.898
H 3.173 -3.928 -3.880
H 2.819 -3.990 -7.802
C -4.457 3.052 -3.917
C -3.789 1.756 -4.506
C -2.480 2.017 -5.355
O -3.352 0.960 -3.436
H -5.436 2.733 -3.558
H -4.625 3.724 -4.758
H -3.962 3.507 -3.059
H -4.477 1.111 -5.052
H -1.668 2.333 -4.699
H -2.725 2.740 -6.133
H -2.128 1.154 -5.920
H -2.669 1.459 -2.981
C -6.216 -0.013 1.847
C -5.920 -1.086 2.912
C -4.829 -1.993 2.360
O -5.273 -0.481 4.018
H -5.330 0.611 1.736
H -7.108 0.564 2.091
H -6.292 -0.322 0.804
H -6.797 -1.658 3.214
H -3.866 -1.527 2.151
H -5.203 -2.499 1.470
H -4.714 -2.850 3.024
H -5.018 -1.135 4.673
C 1.855 -7.874 1.325
C 2.072 -6.861 2.477
C 3.564 -6.434 2.610
O 1.384 -5.710 2.207
H 2.163 -8.914 1.432
H 2.505 -7.534 0.518
H 0.861 -7.762 0.893
H 1.595 -7.295 3.356
H 3.883 -5.682 3.331
H 3.920 -6.028 1.663
H 4.191 -7.277 2.902
H 1.741 -5.072 2.828
C -2.376 4.948 4.853
C -1.331 4.076 5.504
C -1.805 3.994 6.972
O -1.398 2.745 4.978
H -2.019 5.171 3.848
H -2.502 5.945 5.274
H -3.326 4.437 4.695
H -0.311 4.439 5.382
H -1.522 3.067 7.469
H -2.894 3.961 6.923
H -1.342 4.781 7.568
H -2.279 2.368 5.032
C 2.271 7.153 -0.874
C 3.343 6.845 -1.814
C 4.765 6.984 -1.137
O 3.083 5.453 -2.081
H 2.472 6.633 0.062
H 1.225 7.033 -1.156
H 2.495 8.182 -0.593
H 3.261 7.518 -2.667
H 4.701 7.419 -0.139
H 5.471 7.556 -1.739
H 5.188 5.986 -1.020
H 2.399 5.040 -1.549
```

The HOMO-LUMO gap comes out at 9.92 eV. The SMILES is CC(C)O.CC(C)O.CC(C)O.CC(C)O.CC(C)O.CC(C)O.O.O.O.O.


Q.
Formula: C18H56O10
Source: the OMol25 dataset
Level of theory: ωB97M-V/def2-TZVPD

```
84
Properties=species:S:1:pos:R:3
C -0.013 -0.631 -3.981
C -0.967 -0.754 -2.828
C -2.127 -1.723 -3.044
O -0.302 -1.044 -1.576
H 0.810 0.005 -3.622
H -0.482 -0.164 -4.828
H 0.367 -1.613 -4.266
H -1.396 0.242 -2.619
H -2.562 -1.576 -4.044
H -2.906 -1.749 -2.306
H -1.708 -2.739 -3.070
H -0.051 -1.998 -1.659
C 3.919 -4.355 0.950
C 2.673 -3.607 0.427
C 2.879 -2.124 0.397
O 2.292 -3.979 -0.905
H 3.725 -5.425 0.938
H 4.044 -4.006 1.961
H 4.811 -4.061 0.413
H 1.891 -3.918 1.080
H 1.966 -1.597 -0.003
H 3.669 -1.924 -0.334
H 3.099 -1.692 1.353
H 2.295 -4.927 -1.054
C -0.275 3.919 -2.805
C 0.675 4.627 -1.947
C 0.428 4.254 -0.506
O 1.988 4.325 -2.354
H -1.250 4.365 -2.781
H -0.343 2.836 -2.686
H 0.122 4.090 -3.823
H 0.465 5.666 -2.072
H -0.576 4.528 -0.080
H 1.225 4.725 0.053
H 0.527 3.188 -0.344
H 2.602 4.735 -1.710
C -3.383 1.864 -0.112
C -4.851 1.541 -0.099
C -5.473 1.956 1.209
O -5.506 2.173 -1.229
H -2.886 1.478 0.772
H -3.246 2.946 -0.165
H -3.042 1.483 -1.053
H -5.062 0.477 -0.232
H -5.308 3.038 1.389
H -5.028 1.365 2.092
H -6.539 1.754 1.266
H -6.419 2.435 -1.074
C 3.083 2.927 2.583
C 3.573 2.458 1.215
C 5.052 1.980 1.317
O 2.710 1.374 0.763
H 3.663 3.742 2.951
H 2.937 2.067 3.231
H 2.059 3.394 2.556
H 3.504 3.367 0.543
H 5.128 1.340 2.211
H 5.651 2.865 1.572
H 5.462 1.548 0.429
H 2.927 1.073 -0.109
C -1.115 -5.120 2.791
C -0.721 -3.721 2.354
C -0.651 -3.550 0.858
O -1.649 -2.799 2.938
H -1.070 -5.165 3.881
H -0.443 -5.920 2.406
H -2.085 -5.433 2.431
H 0.247 -3.500 2.874
H -0.310 -2.523 0.645
H -1.722 -3.628 0.559
H -0.049 -4.256 0.364
H -2.275 -2.569 2.250
O 2.443 1.230 -1.998
H 2.482 2.170 -2.133
H 1.531 0.951 -1.848
O -2.213 0.211 2.769
H -2.123 -0.665 3.137
H -1.351 0.255 2.350
O -3.461 -1.494 1.034
H -2.942 -1.223 0.279
H -3.486 -0.643 1.453
O -0.122 0.436 0.973
H -0.256 -0.266 0.290
H 0.819 0.676 0.994
```

The HOMO-LUMO gap comes out at 10.52 eV. The SMILES is CC(C)O.CC(C)O.CC(C)O.CC(C)O.CC(C)O.CC(C)O.O.O.O.O.


The most stable arrangement is Q, and the next structure is 338.7 kJ/mol less stable.


P.
Formula: C10H16OS
Source: the OMol25 dataset
Level of theory: ωB97M-V/def2-TZVPD

```
28
Properties=species:S:1:pos:R:3
C -0.938 -2.156 0.638
C -2.731 -1.605 2.556
S -2.563 -2.829 1.174
H -1.147 -1.815 -0.354
H -0.460 -1.407 1.320
H 0.101 -2.774 0.730
H -1.917 -0.873 2.434
H -2.247 -2.109 3.365
H -3.744 -1.188 2.652
C 2.189 -0.122 0.309
C 3.189 -0.703 -0.644
C 1.064 0.713 -0.360
C 0.781 1.982 0.128
C 0.210 0.140 -1.319
C -0.282 2.775 -0.398
C -0.800 0.882 -1.910
C -0.975 2.219 -1.538
O -1.766 3.149 -2.237
H 1.720 -0.801 1.021
H 2.669 0.517 1.016
H 3.963 -0.072 -1.176
H 1.574 2.535 0.646
H 0.263 -1.011 -1.408
H -0.332 3.834 -0.118
H -1.705 0.431 -2.318
H -2.542 2.954 -2.854
H 2.640 -1.252 -1.380
H 3.787 -1.411 0.028
```

The HOMO-LUMO gap comes out at 9.13 eV. The SMILES is CCc1ccc(O)cc1.CSC.


Q.
Formula: C10H16OS
Source: the OMol25 dataset
Level of theory: ωB97M-V/def2-TZVPD

```
28
Properties=species:S:1:pos:R:3
C 0.898 -0.856 2.026
C 2.090 -1.667 1.476
C -1.055 -2.706 1.207
S -0.295 -2.012 2.719
H 1.207 -0.226 2.884
H 0.436 -0.171 1.317
H 2.574 -1.136 0.670
H 1.796 -2.664 1.178
H -0.452 -3.340 0.539
H -2.010 -3.143 1.516
H -1.322 -2.071 0.329
H 2.698 -1.847 2.399
C -1.563 -0.660 -1.810
C -0.844 2.700 -0.260
C 0.411 2.967 -0.855
C -1.369 1.434 -0.458
C -0.801 0.553 -1.381
C 1.021 2.112 -1.753
C 0.469 0.802 -1.881
O 1.141 3.943 -0.243
H -1.284 3.264 0.559
H -2.239 1.140 0.128
H 1.811 2.374 -2.427
H 0.687 4.398 0.455
H -1.828 -0.695 -2.882
H -2.243 -1.059 -1.072
H 0.841 -0.008 -2.482
H -0.773 -1.424 -1.896
```

The HOMO-LUMO gap comes out at 8.99 eV. The SMILES is Cc1ccc(O)cc1.CCSC.


The most stable arrangement is Q, and the next structure is 106.2 kJ/mol less stable.


P.
Formula: C10H13O3
Source: the OMol25 dataset
Level of theory: ωB97M-V/def2-TZVPD

```
26
Properties=species:S:1:pos:R:3
C -2.582 -4.167 0.207
C -0.639 -0.385 -0.858
C 0.073 -1.504 -0.336
C -2.009 -0.596 -1.131
C -0.528 -2.724 -0.019
C -2.601 -1.805 -0.785
C -1.905 -2.891 -0.270
O -0.073 0.748 -1.130
H 1.192 1.020 -1.086
H 1.130 -1.416 -0.118
H -2.701 0.177 -1.440
H -0.018 -3.548 0.463
H -3.678 -1.851 -0.715
H -3.189 -4.512 -0.636
H -3.103 -4.050 1.160
H -1.822 -4.930 0.356
C 1.030 3.029 0.823
C 1.559 3.968 1.892
C 2.027 1.932 0.443
O 2.723 1.405 1.281
O 2.061 1.677 -0.851
H 0.080 2.542 1.069
H 0.718 3.579 -0.067
H 2.327 4.626 1.494
H 2.016 3.348 2.671
H 0.830 4.569 2.440
```

The HOMO-LUMO gap comes out at 7.35 eV. Its net charge is -1.


Q.
Formula: C10H13O3
Source: the OMol25 dataset
Level of theory: ωB97M-V/def2-TZVPD

```
26
Properties=species:S:1:pos:R:3
C -0.353 -3.563 2.614
C 1.237 -0.394 0.149
C 1.231 -0.317 1.580
C 0.290 -1.267 -0.416
C 0.758 -1.380 2.337
C -0.337 -2.260 0.335
C 0.042 -2.423 1.654
O 1.963 0.407 -0.536
H 1.827 1.245 -1.754
H 1.949 0.328 2.055
H 0.102 -1.107 -1.453
H 1.142 -1.508 3.363
H -1.175 -2.845 -0.103
H -0.855 -3.132 3.457
H 0.602 -4.031 2.692
H -1.099 -4.298 2.200
C -0.343 2.513 -1.332
C -1.832 3.076 -1.578
C 0.327 2.303 -2.685
O -0.249 2.619 -3.717
O 1.572 1.887 -2.643
H 0.299 3.123 -0.649
H -0.557 1.556 -0.846
H -2.551 2.207 -1.580
H -1.765 3.700 -2.483
H -2.227 3.561 -0.661
```

The HOMO-LUMO gap comes out at 7.15 eV. Its net charge is -1.


The most stable arrangement is P, and the next structure is 64.2 kJ/mol less stable.